P:
Computed, not measured: a structure of composition C4H8N4, with ωB97M-V/def2-TZVPD.

```
16
C4H8N4, DFT ωB97M-V/def2-TZVPD
C -1.425 0.051 0.141
C -0.608 1.123 0.152
C 0.713 0.665 -0.100
C -0.637 -1.150 -0.046
H -3.347 0.549 0.721
H -3.499 -0.755 -0.469
H -1.022 2.131 -0.316
H 1.821 1.906 -0.818
H 2.459 1.531 0.898
H 2.905 -0.379 -0.330
H 1.838 -1.835 1.154
H -0.764 -2.145 -0.076
N -2.780 0.036 -0.113
N 1.811 1.277 -0.009
N 0.657 -0.725 0.005
N 1.933 -1.322 -0.118
```

Output
- LUMO level: 0.5202 eV
- Molar mass: 112.136 g/mol
- HOMO-LUMO gap: 7.44 eV

Mulliken population analysis, charges in e, atoms 1 to 8: atom 1 (C): 0.4202, atom 2 (C): -0.3363, atom 3 (C): -0.0097, atom 4 (C): -0.7343, atom 5 (H): 0.2583, atom 6 (H): 0.2504, atom 7 (H): 0.1874, atom 8 (H): 0.2210



Q:
Computed, not measured: the molecule C4H8N4, with ωB97M-V/def2-TZVPD.

```
16
C4H8N4, DFT ωB97M-V/def2-TZVPD
C -0.434 -1.602 -0.471
N 0.809 -1.392 -0.740
N 1.643 -0.546 -0.029
C 1.419 0.847 0.387
C 0.329 1.579 -0.427
N -0.884 1.305 -0.763
N -1.785 0.478 -0.029
C -1.190 -0.768 0.547
H -1.080 -2.164 -1.350
H 2.630 -0.896 -0.326
H 2.229 1.465 0.352
H 1.088 0.647 1.446
H 0.698 2.607 -0.931
H -2.664 0.216 -0.370
H -2.112 -1.277 1.159
H -0.697 -0.500 1.546
```

Output
- LUMO level: 1.0056 eV
- Molar mass: 112.136 g/mol
- Structure (SMILES): C1=N\NC/C=N\NC/1
- HOMO-LUMO gap: 9.18 eV

Mulliken population analysis, charges in e, atoms 1 to 8: atom 1 (C): 0.0524, atom 2 (N): -0.5845, atom 3 (N): -0.0078, atom 4 (C): -0.5652, atom 5 (C): 0.1512, atom 6 (N): -0.5497, atom 7 (N): -0.0648, atom 8 (C): -0.6920



R:
Computed, not measured: the molecule C4H8N4, with ωB97M-V/def2-TZVPD.

```
16
C4H8N4, DFT ωB97M-V/def2-TZVPD
C -1.219 -0.894 0.927
C -1.373 0.514 0.876
N -0.766 1.356 0.158
N -0.130 1.069 -1.155
C 1.250 0.447 -0.958
C 1.305 -0.615 0.063
N 0.616 -1.949 -0.302
N -0.631 -1.935 0.011
H -1.848 -1.534 1.651
H -2.118 0.925 1.542
H -1.057 2.408 0.214
H -0.799 0.213 -1.345
H 2.180 1.184 -0.872
H 1.146 -0.182 -1.921
H 1.054 -0.163 0.959
H 2.389 -0.845 0.151
```

Output
- LUMO level: 0.5644 eV
- Molar mass: 112.136 g/mol
- Structure (SMILES): C1=C\NNCC\N=N/1
- HOMO-LUMO gap: 8.54 eV

Mulliken population analysis, charges in e, atoms 1 to 8: atom 1 (C): -0.4678, atom 2 (C): -0.1290, atom 3 (N): -0.1225, atom 4 (N): -0.5253, atom 5 (C): -0.5169, atom 6 (C): -0.6007, atom 7 (N): -0.2034, atom 8 (N): -0.2645



S:
Computed, not measured: the molecule C4H8N4, with ωB97M-V/def2-TZVPD.

```
16
C4H8N4, DFT ωB97M-V/def2-TZVPD
C -1.132 0.589 2.169
C -0.012 -0.025 1.455
N 0.996 -0.691 1.649
C 0.709 -1.380 0.337
C 0.423 -0.644 -0.814
N 0.874 -1.016 -2.063
N -0.254 0.487 -0.607
N -0.019 1.496 -1.581
H -0.948 0.595 3.247
H -1.316 1.594 1.791
H -2.026 -0.003 1.962
H 0.768 -2.457 0.393
H 0.300 -0.742 -2.848
H 1.343 -1.902 -2.143
H 0.941 1.838 -1.563
H -0.648 2.263 -1.384
```

Output
- LUMO level: 0.9508 eV
- Molar mass: 112.136 g/mol
- Structure (SMILES): CC1=N[C@@H]1/C(N)=N/N
- HOMO-LUMO gap: 8.38 eV

Mulliken population analysis, charges in e, atoms 1 to 8: atom 1 (C): -1.0232, atom 2 (C): 0.7408, atom 3 (N): -0.5059, atom 4 (C): -0.7882, atom 5 (C): 0.6993, atom 6 (N): -0.4584, atom 7 (N): -0.1928, atom 8 (N): -0.6500



Which structure is most stable? S, by 0.886 eV over the runner-up.



P:
Computed, not measured: the molecule C4H8N4, with ωB97M-V/def2-TZVPD.

```
16
C4H8N4, DFT ωB97M-V/def2-TZVPD
C 0.879 -1.415 -0.159
C -1.860 0.052 -0.015
C 0.661 0.043 -0.002
N -2.500 1.197 0.220
C 1.815 0.962 0.021
N -0.500 0.596 -0.040
N -2.055 -1.217 0.010
N 2.991 0.503 -0.081
H -3.510 1.158 0.274
H -0.987 1.621 0.182
H -3.036 -1.448 0.124
H 3.706 1.227 -0.021
H 1.561 2.023 0.133
H -0.057 -1.948 0.019
H 1.677 -1.734 0.511
H 1.216 -1.618 -1.177
```

Output
- LUMO level: -0.8404 eV
- Molar mass: 112.136 g/mol
- HOMO-LUMO gap: 7.23 eV

Mulliken population analysis, charges in e, atoms 1 to 8: atom 1 (C): -0.9811, atom 2 (C): 0.0686, atom 3 (C): 0.7800, atom 4 (N): -0.7215, atom 5 (C): -0.3299, atom 6 (N): -0.1532, atom 7 (N): -0.6419, atom 8 (N): -0.4904



Q:
Computed, not measured: the molecule C4H8N4, with ωB97M-V/def2-TZVPD.

```
16
C4H8N4, DFT ωB97M-V/def2-TZVPD
C -0.280 -0.690 1.718
N -1.331 0.001 1.480
N -1.795 0.561 0.271
C -0.807 0.244 -0.815
C 0.204 0.968 -1.706
C 0.602 0.607 -0.400
N 1.408 -0.585 -0.294
N 0.579 -1.456 0.856
H 0.100 -0.873 2.763
H -1.718 1.544 0.705
H -0.952 -0.920 -0.893
H 0.673 0.386 -2.515
H 0.080 1.957 -1.989
H 0.802 1.282 0.375
H 1.197 -1.065 -1.076
H 1.238 -1.960 1.520
```

Output
- LUMO level: 0.9304 eV
- Molar mass: 112.136 g/mol
- Structure (SMILES): C1=NN[C@H]2C[C@@H]2NN1
- HOMO-LUMO gap: 9.08 eV

Mulliken population analysis, charges in e, atoms 1 to 8: atom 1 (C): 0.0996, atom 2 (N): -0.4796, atom 3 (N): -0.3627, atom 4 (C): 0.0196, atom 5 (C): -0.7702, atom 6 (C): -0.3292, atom 7 (N): -0.4363, atom 8 (N): -0.3732



Which structure is most stable? P, by 3.505 eV over the runner-up.



P:
Computed, not measured: the ion C3H7N2O with charge +1, with ωB97M-V/def2-TZVPD.

```
13
C3H7N2O, DFT ωB97M-V/def2-TZVPD
C -1.302 -0.134 1.277
C -0.896 -0.215 -0.243
C 0.538 0.010 -0.224
N 1.515 0.334 -1.531
N 1.467 0.235 0.555
O 2.441 0.361 1.125
H -1.682 0.895 1.423
H -0.543 -0.572 2.031
H -2.147 -0.840 1.225
H -0.956 -1.168 -0.705
H -1.270 0.664 -0.819
H 1.760 -0.584 -2.019
H 1.077 1.014 -2.096
```

Output
- LUMO level: -6.8385 eV
- Net charge: +1
- Molar mass: 87.102 g/mol
- Structure (SMILES): CCC(=[NH2+])N=O
- HOMO-LUMO gap: 9.02 eV

Mulliken population analysis, charges in e, atoms 1 to 8: atom 1 (C): -1.0160, atom 2 (C): -0.4148, atom 3 (C): 0.3872, atom 4 (N): -0.5295, atom 5 (N): 0.6214, atom 6 (O): -0.3075, atom 7 (H): 0.3006, atom 8 (H): 0.4013



Q:
Computed, not measured: a cluster of 2 separate species, C3H7N2O in total, with ωB97M-V/def2-TZVPD.

```
13
C3H7N2O, DFT ωB97M-V/def2-TZVPD
C 1.444 0.023 -0.187
C 0.865 -1.142 0.194
N -0.235 -0.789 0.964
C -0.444 0.513 0.852
N 0.646 1.044 0.300
H 2.204 0.118 -0.944
H 1.266 -2.130 0.239
H -0.770 -1.441 1.519
H -1.381 1.024 0.979
H 0.948 2.007 0.291
H -2.342 0.617 -1.950
H -1.469 -0.571 -2.139
O -1.573 0.188 -1.551
```

Output
- LUMO level: -3.4138 eV
- Net charge: +1
- Molar mass: 87.102 g/mol
- HOMO-LUMO gap: 11.05 eV

Mulliken population analysis, charges in e, atoms 1 to 8: atom 1 (C): -0.2411, atom 2 (C): -0.2987, atom 3 (N): 0.0003, atom 4 (C): -0.1754, atom 5 (N): 0.0104, atom 6 (H): 0.3830, atom 7 (H): 0.4095, atom 8 (H): 0.2290



R:
Computed, not measured: the ion C3H7N2O with charge +1, with ωB97M-V/def2-TZVPD.

```
13
C3H7N2O, DFT ωB97M-V/def2-TZVPD
C -0.565 1.298 -0.031
C -0.114 -0.173 -0.274
N -0.917 -1.230 0.609
N 1.301 -0.394 -0.051
C 2.367 0.086 -0.412
O 3.454 0.345 -0.644
H -0.258 1.753 -0.990
H -0.089 1.825 0.864
H -1.617 1.180 -0.132
H -0.393 -0.423 -1.357
H -1.973 -0.937 0.477
H -0.528 -1.181 1.606
H -0.668 -2.148 0.335
```

Output
- LUMO level: -4.0629 eV
- Net charge: +1
- Molar mass: 87.102 g/mol
- Structure (SMILES): C[C@H]([NH3+])N=C=O
- HOMO-LUMO gap: 10.87 eV

Mulliken population analysis, charges in e, atoms 1 to 8: atom 1 (C): -1.0910, atom 2 (C): 0.0722, atom 3 (N): -0.3792, atom 4 (N): -0.4331, atom 5 (C): 0.5543, atom 6 (O): -0.3007, atom 7 (H): 0.3555, atom 8 (H): 0.3276



Which structure is most stable? Q, by 1.072 eV over the runner-up.



P:
Computed, not measured: the ion C3H7N2O with charge +1, with ωB97M-V/def2-TZVPD.

```
13
C3H7N2O, DFT ωB97M-V/def2-TZVPD
C -0.980 2.661 -0.102
N -0.090 1.795 -0.058
C 0.410 0.647 -0.483
O 1.203 0.523 -1.494
C 0.033 -0.538 0.394
N 0.768 -1.723 -0.091
H -0.911 3.591 0.390
H -1.697 2.378 -0.841
H 1.742 -0.287 -1.559
H -1.038 -0.579 0.172
H -0.104 -0.261 1.394
H 1.431 -2.049 0.572
H 0.177 -2.418 -0.538
```

Output
- LUMO level: -4.4094 eV
- Net charge: +1
- Molar mass: 87.102 g/mol
- Structure (SMILES): C=[N+]=C(O)CN
- HOMO-LUMO gap: 10.38 eV

Mulliken population analysis, charges in e, atoms 1 to 8: atom 1 (C): -0.1387, atom 2 (N): -0.1377, atom 3 (C): 0.3846, atom 4 (O): -0.4136, atom 5 (C): -0.3733, atom 6 (N): -0.5728, atom 7 (H): 0.2997, atom 8 (H): 0.2707



Q:
Computed, not measured: a cluster of 2 separate species, C3H7N2O in total, with ωB97M-V/def2-TZVPD.

```
13
C3H7N2O, DFT ωB97M-V/def2-TZVPD
C 1.723 0.499 -1.254
C 0.962 1.473 -0.528
N 0.154 0.730 0.202
C 0.522 -0.593 0.191
N 1.538 -0.718 -0.703
H 2.255 0.359 -2.290
H 1.085 2.530 -0.417
H -0.463 1.187 1.002
H -0.304 -1.310 0.358
H 2.092 -1.525 -0.665
H -3.281 -1.461 1.840
H -3.141 -0.601 0.661
O -3.140 -0.570 1.604
```

Output
- LUMO level: -4.3662 eV
- Net charge: +1
- Molar mass: 87.102 g/mol
- HOMO-LUMO gap: 10.01 eV

Mulliken population analysis, charges in e, atoms 1 to 8: atom 1 (C): -0.2032, atom 2 (C): -0.2272, atom 3 (N): -0.0811, atom 4 (C): -0.1736, atom 5 (N): 0.0198, atom 6 (H): 0.3361, atom 7 (H): 0.3984, atom 8 (H): 0.3547



R:
Computed, not measured: the ion C3H7N2O with charge +1, with ωB97M-V/def2-TZVPD.

```
13
C3H7N2O, DFT ωB97M-V/def2-TZVPD
C 0.448 -1.812 -1.398
C -0.041 0.627 0.476
C -0.550 1.632 1.345
N -0.529 -0.930 -1.229
N 1.524 -1.878 -0.788
O -0.746 0.228 -0.500
H 0.028 -2.647 -1.919
H 1.011 0.253 0.662
H 0.127 2.549 1.482
H -0.651 1.021 2.254
H -1.491 1.845 1.108
H -1.236 -0.865 -1.936
H 2.218 -2.536 -0.854
```

Output
- LUMO level: -5.5918 eV
- Net charge: +1
- Molar mass: 87.102 g/mol
- HOMO-LUMO gap: 8.74 eV

Mulliken population analysis, charges in e, atoms 1 to 8: atom 1 (C): 0.1216, atom 2 (C): 0.3833, atom 3 (C): -1.0657, atom 4 (N): -0.1839, atom 5 (N): -0.5215, atom 6 (O): -0.0855, atom 7 (H): 0.3827, atom 8 (H): 0.4138



S:
Computed, not measured: a cluster of 2 separate species, C3H7N2O in total, with ωB97M-V/def2-TZVPD.

```
13
C3H7N2O, DFT ωB97M-V/def2-TZVPD
C -1.892 0.108 0.442
C 1.723 -0.055 -0.717
C 0.922 0.532 0.351
N -2.562 0.729 -0.442
N 1.375 -0.879 0.491
O -1.947 -0.677 1.310
H 1.053 -0.416 -1.579
H 2.760 0.256 -0.893
H 1.479 1.195 1.129
H -2.234 1.462 -1.068
H -3.566 0.455 -0.763
H 0.689 -1.555 0.562
H 2.199 -1.155 1.175
```

Output
- LUMO level (alpha / beta): -5.3384 / -4.9776 eV
- Net charge: +1
- Molar mass: 87.102 g/mol
- HOMO-LUMO gap (alpha / beta): 7.12 / 7.99 eV

Mulliken population analysis, charges in e, atoms 1 to 8: atom 1 (C): 0.5576, atom 2 (C): -0.1434, atom 3 (C): -0.4468, atom 4 (N): -0.3344, atom 5 (N): -0.2368, atom 6 (O): -0.2745, atom 7 (H): 0.1965, atom 8 (H): 0.2967



Which structure is most stable? Q, by 0.287 eV over the runner-up.